Below is 2 unconnected molecules or ions with the total composition C2H8N2S, with properties calculated with wB97M-V/def2-TZVPD.

Structure (XYZ):
```
13
Properties=species:S:1:pos:R:3
C 2.138 -0.670 -0.250
S 1.481 -0.340 1.382
H 1.552 -0.033 -0.918
H 2.008 -1.692 -0.541
H 3.212 -0.552 -0.240
N -1.363 -0.556 0.493
C -1.900 0.485 -0.078
N -1.017 1.463 -0.423
H 0.084 -0.909 1.290
H -1.997 -1.227 0.757
H -2.833 0.514 -0.554
H -1.293 2.400 -0.630
H -0.076 1.118 -0.290
```

The net charge is -1. The HOMO energy (alpha / beta) is 1.36 / -3.88 eV. The total energy comes out at -16016.406 eV. The value obtained for the LUMO energy (alpha / beta) is 4.036 / 4.130 eV. As for the spin multiplicity: 2.

Atom charges from the Löwdin analysis, given in e for atoms 1 to 5:
1 C -0.57
2 S 0.24
3 H -0.01
4 H 0.00
5 H 0.00